# 1
The following is a quantum chemistry calculation of an isolated molecule of C4H6O4, from the Open Molecules 2025 dataset.

Positions of all 14 atoms, in Å:
C: 1.59 -0.51 -0.59
C: 0.28 -1.19 -0.73
C: -0.67 -0.41 0.00
C: 0.28 0.67 0.67
O: 2.71 -0.51 -0.94
O: -1.71 0.07 -0.86
O: 0.18 1.96 0.23
O: 0.52 0.58 2.03
H: -0.05 -1.19 -1.81
H: 0.35 -2.19 -0.45
H: -1.06 -1.11 0.69
H: -2.47 0.26 -0.42
H: -0.53 2.07 -0.33
H: 0.58 1.50 2.52

**LUMO energy**: 0.49 eV
**E**: -456.85198 hartree
**HOMO-LUMO gap**: 0.279 hartree
**E_HOMO**: -0.26104 hartree

Population analysis type natural (NBO), resulting atomic charges in e: atom 1 (C): 0.59, atom 2 (C): -0.57, atom 3 (C): 0.00, atom 4 (C): 0.46, atom 5 (O): -0.49, atom 6 (O): -0.72, atom 7 (O): -0.71, atom 8 (O): -0.72, atom 9 (H): 0.26, atom 10 (H): 0.25, atom 11 (H): 0.19, atom 12 (H): 0.48, atom 13 (H): 0.49, atom 14 (H): 0.50


# 2
The following is a quantum chemistry calculation of a 10-piece molecular cluster, C32H88N4O12 overall, from the Open Molecules 2025 dataset.

Positions of all 136 atoms, in Å:
C: -0.29 -3.18 -0.16
C: -1.13 -2.23 0.66
C: -2.50 -2.78 0.96
O: -3.12 -1.73 1.69
C: -4.58 -1.70 1.81
N: -0.38 -2.12 1.83
H: 0.73 -2.87 -0.40
H: -0.85 -3.38 -1.07
H: -0.08 -4.11 0.35
H: -1.15 -1.24 0.21
H: -2.49 -3.77 1.41
H: -3.00 -2.96 0.01
H: -4.94 -1.12 0.96
H: -4.83 -1.14 2.71
H: -4.97 -2.71 1.90
H: 0.46 -1.59 1.63
H: -1.03 -1.70 2.48
C: -0.53 1.65 1.55
C: 0.15 2.14 0.33
C: 0.64 0.92 -0.53
O: 1.28 -0.06 0.23
C: 2.61 0.31 0.74
N: -0.81 2.94 -0.42
H: 0.11 1.27 2.34
H: -1.13 0.77 1.30
H: -1.18 2.41 1.98
H: 1.00 2.74 0.64
H: 1.32 1.38 -1.25
H: -0.18 0.39 -1.00
H: 3.27 0.39 -0.12
H: 2.83 -0.53 1.41
H: 2.48 1.25 1.27
H: -1.67 2.41 -0.44
H: -0.95 3.84 0.02
C: 1.68 -5.13 9.37
O: 1.50 -4.18 8.30
C: 1.97 -2.92 8.72
C: 1.96 -2.14 7.41
N: 3.23 -2.02 6.88
C: 3.27 -1.41 5.55
C: 2.44 -2.11 4.33
O: 3.05 -3.43 4.01
C: 3.72 -3.39 2.82
H: 1.07 -4.91 10.24
H: 2.73 -5.14 9.65
H: 1.56 -6.14 8.99
H: 2.97 -2.97 9.14
H: 1.34 -2.54 9.52
H: 1.53 -1.15 7.58
H: 1.42 -2.74 6.68
H: 3.42 -3.00 6.75
H: 4.32 -1.21 5.35
H: 2.79 -0.44 5.70
H: 2.60 -1.33 3.58
H: 1.38 -2.21 4.57
H: 4.40 -2.55 2.69
H: 3.08 -3.50 1.95
H: 4.37 -4.26 2.70
C: 1.46 -1.57 -2.96
O: 1.84 -2.65 -3.86
C: 2.29 -3.85 -3.21
C: 1.71 -5.02 -3.97
N: 0.33 -5.29 -3.84
C: -0.56 -4.28 -4.49
C: -2.01 -4.67 -4.20
O: -2.21 -4.75 -2.78
C: -3.27 -5.59 -2.45
H: 0.78 -1.91 -2.18
H: 1.00 -0.80 -3.57
H: 2.32 -1.18 -2.41
H: 1.91 -3.92 -2.19
H: 3.38 -3.80 -3.16
H: 2.17 -5.91 -3.55
H: 2.06 -4.89 -5.00
H: -0.04 -5.38 -2.91
H: -0.45 -3.94 -5.52
H: -0.44 -3.37 -3.91
H: -2.22 -5.55 -4.82
H: -2.59 -3.81 -4.53
H: -3.11 -6.65 -2.64
H: -4.15 -5.28 -3.01
H: -3.48 -5.37 -1.40
C: 4.38 1.08 -3.05
C: 3.70 1.65 -4.24
O: 2.28 1.69 -3.89
H: 4.63 1.83 -2.30
H: 5.34 0.63 -3.26
H: 3.82 0.31 -2.50
H: 3.91 0.92 -5.03
H: 4.09 2.64 -4.47
H: 1.96 0.89 -3.47
C: -1.25 7.36 1.65
C: -1.17 8.37 0.38
O: -2.38 8.21 -0.22
H: -1.25 6.31 1.35
H: -2.06 7.64 2.32
H: -0.50 7.54 2.42
H: -0.45 8.01 -0.35
H: -1.04 9.40 0.71
H: -2.53 9.09 -0.56
C: 3.30 5.46 -1.96
C: 2.06 4.52 -1.83
O: 0.90 5.28 -1.33
H: 3.41 5.99 -1.01
H: 3.22 6.19 -2.76
H: 4.20 4.87 -2.11
H: 2.19 3.66 -1.17
H: 1.93 4.03 -2.80
H: 0.17 4.65 -1.32
C: -5.53 2.72 0.78
C: -4.02 2.95 0.38
O: -3.27 3.79 1.22
H: -6.18 3.33 0.15
H: -5.67 2.89 1.84
H: -5.83 1.71 0.52
H: -3.95 3.13 -0.69
H: -3.41 2.05 0.52
H: -3.51 4.72 1.13
C: -1.25 4.38 -4.08
C: -0.30 3.31 -4.53
O: -0.52 2.37 -3.55
H: -1.31 5.26 -4.72
H: -1.08 4.70 -3.05
H: -2.30 4.11 -4.11
H: 0.76 3.56 -4.66
H: -0.64 2.88 -5.47
H: 0.35 2.05 -3.31
C: -3.86 -1.06 -2.60
C: -2.80 0.08 -2.22
O: -3.17 1.32 -2.87
H: -4.03 -1.10 -3.67
H: -4.80 -0.85 -2.10
H: -3.43 -2.01 -2.26
H: -1.86 -0.33 -2.60
H: -2.51 0.24 -1.19
H: -2.42 1.90 -3.01

**Net charge**: +1
**Multiplicity**: 2
**LUMO energy (spin up / spin down)**: -2.38 / -7.66 eV
**E**: -2393.26832 hartree
**HOMO-LUMO gap (spin up / spin down)**: 0.279 / 0.085 hartree
**E_HOMO (spin up / spin down)**: -0.36644 / -0.36644 hartree

Atomic partial charges in e from the Mulliken method, atoms 1 to 99: atom 1 (C): -1.97, atom 2 (C): 3.41, atom 3 (C): -0.84, atom 4 (O): -0.37, atom 5 (C): -0.74, atom 6 (N): -0.63, atom 7 (H): 0.20, atom 8 (H): 0.33, atom 9 (H): 0.64, atom 10 (H): -1.76, atom 11 (H): 0.48, atom 12 (H): 0.09, atom 13 (H): 0.19, atom 14 (H): 0.27, atom 15 (H): 0.33, atom 16 (H): 0.00, atom 17 (H): 0.34, atom 18 (C): -0.93, atom 19 (C): -0.26, atom 20 (C): 1.44, atom 21 (O): 0.32, atom 22 (C): -0.71, atom 23 (N): 0.65, atom 24 (H): 0.31, atom 25 (H): -0.16, atom 26 (H): 0.41, atom 27 (H): 0.56, atom 28 (H): -0.43, atom 29 (H): -0.61, atom 30 (H): 0.11, atom 31 (H): -0.21, atom 32 (H): 0.48, atom 33 (H): -1.00, atom 34 (H): 0.43, atom 35 (C): -0.81, atom 36 (O): -0.31, atom 37 (C): -0.81, atom 38 (C): -0.38, atom 39 (N): -0.39, atom 40 (C): -1.00, atom 41 (C): 0.28, atom 42 (O): -0.38, atom 43 (C): -0.52, atom 44 (H): 0.29, atom 45 (H): 0.34, atom 46 (H): 0.26, atom 47 (H): 0.38, atom 48 (H): 0.48, atom 49 (H): 0.30, atom 50 (H): 0.29, atom 51 (H): 0.32, atom 52 (H): 0.36, atom 53 (H): 0.41, atom 54 (H): -0.20, atom 55 (H): 0.41, atom 56 (H): 0.32, atom 57 (H): 0.07, atom 58 (H): 0.32, atom 59 (C): 0.06, atom 60 (O): -0.46, atom 61 (C): -0.10, atom 62 (C): -1.00, atom 63 (N): 0.09, atom 64 (C): 0.15, atom 65 (C): -0.92, atom 66 (O): -0.10, atom 67 (C): -0.95, atom 68 (H): -0.09, atom 69 (H): 0.41, atom 70 (H): 0.04, atom 71 (H): 0.08, atom 72 (H): 0.50, atom 73 (H): 0.49, atom 74 (H): 0.40, atom 75 (H): 0.32, atom 76 (H): 0.48, atom 77 (H): -0.18, atom 78 (H): 0.44, atom 79 (H): 0.44, atom 80 (H): 0.33, atom 81 (H): 0.40, atom 82 (H): 0.20, atom 83 (C): -0.87, atom 84 (C): -0.27, atom 85 (O): -0.54, atom 86 (H): 0.22, atom 87 (H): 0.51, atom 88 (H): 0.01, atom 89 (H): 0.28, atom 90 (H): 0.42, atom 91 (H): -0.23, atom 92 (C): -0.75, atom 93 (C): -0.21, atom 94 (O): -0.49, atom 95 (H): -0.16, atom 96 (H): 0.37, atom 97 (H): 0.41, atom 98 (H): 0.15, atom 99 (H): 0.40


# 3
The following is a quantum chemistry calculation of an isolated molecule of C8H9N3O2, from the Open Molecules 2025 dataset.

Positions of all 22 atoms, in Å:
O: 3.41 -1.05 -0.84
C: 2.52 -0.39 -0.23
C: 2.17 1.09 -0.27
N: 0.93 1.46 0.06
O: 0.50 2.86 -0.33
N: 1.64 -1.14 0.63
C: 0.40 -0.84 1.30
C: -0.83 -0.83 0.57
C: -1.16 -1.51 -0.65
C: -2.47 -1.06 -1.09
C: -3.19 0.23 -0.72
N: -2.80 0.66 0.38
C: -1.72 0.08 1.13
H: 2.69 1.78 -0.95
H: -0.23 2.79 0.36
H: 1.71 -2.24 0.38
H: 0.37 -0.02 2.27
H: 0.37 -1.80 1.97
H: -0.61 -2.07 -1.39
H: -2.90 -1.83 -1.82
H: -3.94 0.84 -1.28
H: -1.41 0.63 2.10

**SMILES string**: O=C(/C=N/O)NCc1cccnc1
**LUMO energy**: -0.32 eV
**E**: -624.77749 hartree
**HOMO-LUMO gap**: 0.322 hartree
**E_HOMO**: -0.33406 hartree

Population analysis type natural (NBO), resulting atomic charges in e: atom 1 (O): -0.58, atom 2 (C): 0.63, atom 3 (C): -0.07, atom 4 (N): -0.10, atom 5 (O): -0.55, atom 6 (N): -0.63, atom 7 (C): -0.23, atom 8 (C): -0.10, atom 9 (C): -0.23, atom 10 (C): -0.19, atom 11 (C): 0.03, atom 12 (N): -0.42, atom 13 (C): 0.00, atom 14 (H): 0.22, atom 15 (H): 0.49, atom 16 (H): 0.41, atom 17 (H): 0.23, atom 18 (H): 0.22, atom 19 (H): 0.25, atom 20 (H): 0.20, atom 21 (H): 0.22, atom 22 (H): 0.20


# 4
The following is a quantum chemistry calculation of an isolated molecule of C13H16FN3O2S, from the Open Molecules 2025 dataset.

Positions of all 36 atoms, in Å:
C: -4.99 -2.41 -0.79
C: -3.61 -2.58 -0.17
N: -3.00 -1.30 0.08
C: -2.42 -0.48 -0.81
C: -2.05 0.65 -0.12
S: -1.20 2.05 -0.79
O: -1.62 3.23 -0.08
O: -1.32 2.00 -2.22
N: 0.40 1.79 -0.44
C: 0.76 1.79 0.96
C: 2.26 2.08 1.13
C: 3.08 0.96 0.54
C: 3.52 1.03 -0.77
C: 4.23 -0.01 -1.34
C: 4.49 -1.13 -0.57
F: 5.18 -2.16 -1.11
C: 4.07 -1.23 0.75
C: 3.36 -0.18 1.29
C: -2.46 0.42 1.20
N: -3.03 -0.77 1.30
H: -4.92 -1.90 -1.75
H: -5.64 -1.84 -0.13
H: -5.45 -3.39 -0.96
H: -2.96 -3.16 -0.83
H: -3.69 -3.08 0.80
H: -2.30 -0.72 -1.85
H: 0.80 1.06 -0.99
H: 0.17 2.59 1.41
H: 0.51 0.84 1.45
H: 2.49 3.02 0.63
H: 2.47 2.18 2.20
H: 3.31 1.91 -1.36
H: 4.58 0.03 -2.35
H: 4.29 -2.12 1.32
H: 3.02 -0.24 2.32
H: -2.36 1.06 2.05

**SMILES string**: CCn1cc(S(=O)(=O)NCCc2ccc(F)cc2)cn1
**LUMO energy**: 0.56 eV
**E**: -1317.75968 hartree
**HOMO-LUMO gap**: 0.363 hartree
**E_HOMO**: -0.34220 hartree

Population analysis type natural (NBO), resulting atomic charges in e: atom 1 (C): -0.61, atom 2 (C): -0.21, atom 3 (N): -0.15, atom 4 (C): 0.00, atom 5 (C): -0.49, atom 6 (S): 2.35, atom 7 (O): -0.93, atom 8 (O): -0.94, atom 9 (N): -0.86, atom 10 (C): -0.23, atom 11 (C): -0.42, atom 12 (C): -0.05, atom 13 (C): -0.21, atom 14 (C): -0.28, atom 15 (C): 0.39, atom 16 (F): -0.32, atom 17 (C): -0.28, atom 18 (C): -0.19, atom 19 (C): -0.03, atom 20 (N): -0.25, atom 21 (H): 0.21, atom 22 (H): 0.22, atom 23 (H): 0.22, atom 24 (H): 0.20, atom 25 (H): 0.23, atom 26 (H): 0.24, atom 27 (H): 0.41, atom 28 (H): 0.23, atom 29 (H): 0.18, atom 30 (H): 0.22, atom 31 (H): 0.22, atom 32 (H): 0.22, atom 33 (H): 0.23, atom 34 (H): 0.23, atom 35 (H): 0.21, atom 36 (H): 0.22


# 5
The following is a quantum chemistry calculation of a 5-piece molecular cluster, C10H30O5 overall, from the Open Molecules 2025 dataset.

Positions of all 45 atoms, in Å:
C: 6.60 -2.46 0.76
C: 6.05 -2.29 -0.70
O: 6.09 -3.39 -1.56
H: 6.49 -1.61 1.43
H: 7.68 -2.60 0.70
H: 6.22 -3.35 1.28
H: 6.58 -1.43 -1.11
H: 5.01 -2.00 -0.59
H: 5.96 -3.00 -2.43
C: 0.82 1.86 -0.02
C: -0.33 0.83 -0.42
O: -1.52 1.49 -0.32
H: 0.66 2.56 0.80
H: 1.09 2.49 -0.86
H: 1.74 1.32 0.18
H: -0.38 -0.01 0.27
H: -0.14 0.51 -1.44
H: -2.20 0.82 -0.48
C: -7.11 -3.32 -2.40
C: -6.10 -3.00 -1.24
O: -5.77 -1.59 -1.20
H: -8.11 -2.91 -2.31
H: -7.28 -4.39 -2.58
H: -6.72 -3.07 -3.39
H: -5.23 -3.66 -1.25
H: -6.69 -3.22 -0.35
H: -6.54 -1.03 -1.13
C: 2.93 -0.11 5.19
C: 2.92 -0.68 6.63
O: 4.13 -1.29 6.93
H: 1.98 0.32 4.87
H: 3.28 -0.81 4.43
H: 3.61 0.74 5.07
H: 2.03 -1.20 6.99
H: 2.87 0.15 7.33
H: 4.01 -2.09 6.41
C: -2.65 4.02 -4.48
C: -3.03 5.16 -3.50
O: -1.99 5.39 -2.61
H: -2.39 3.12 -3.91
H: -1.80 4.43 -5.04
H: -3.56 3.71 -4.99
H: -3.93 4.90 -2.94
H: -3.40 6.06 -3.98
H: -1.89 4.61 -2.06

**SMILES string**: CCO.CCO.CCO.CCO.CCO
**LUMO energy**: 0.47 eV
**E**: -775.07467 hartree
**HOMO-LUMO gap**: 0.383 hartree
**E_HOMO**: -0.36551 hartree

Population analysis type natural (NBO), resulting atomic charges in e: atom 1 (C): -0.63, atom 2 (C): -0.06, atom 3 (O): -0.71, atom 4 (H): 0.22, atom 5 (H): 0.20, atom 6 (H): 0.21, atom 7 (H): 0.15, atom 8 (H): 0.15, atom 9 (H): 0.47, atom 10 (C): -0.64, atom 11 (C): -0.05, atom 12 (O): -0.72, atom 13 (H): 0.22, atom 14 (H): 0.21, atom 15 (H): 0.21, atom 16 (H): 0.15, atom 17 (H): 0.15, atom 18 (H): 0.47, atom 19 (C): -0.65, atom 20 (C): -0.06, atom 21 (O): -0.74, atom 22 (H): 0.20, atom 23 (H): 0.22, atom 24 (H): 0.21, atom 25 (H): 0.19, atom 26 (H): 0.16, atom 27 (H): 0.47, atom 28 (C): -0.64, atom 29 (C): -0.08, atom 30 (O): -0.69, atom 31 (H): 0.21, atom 32 (H): 0.20, atom 33 (H): 0.21, atom 34 (H): 0.17, atom 35 (H): 0.17, atom 36 (H): 0.46, atom 37 (C): -0.64, atom 38 (C): -0.05, atom 39 (O): -0.72, atom 40 (H): 0.20, atom 41 (H): 0.22, atom 42 (H): 0.21, atom 43 (H): 0.14, atom 44 (H): 0.17, atom 45 (H): 0.47